[1]
# C4H37N2O14

A cluster of 14 separate species, C4H37N2O14 in total (wB97M-V/def2-TZVPD, OMol25).

```
57
Properties=species:S:1:pos:R:3:mulliken_charge:R:1
C -2.308 -0.185 -0.891 -0.4888
C -2.633 -0.414 0.611 -0.7354
C -2.202 -1.756 1.185 -0.3917
O -1.611 -1.601 2.500 -0.7516
N -1.223 0.701 -1.257 0.5729
C -0.680 0.433 -2.587 -1.1210
N 0.274 -0.748 -2.536 -0.5710
H -2.157 -1.243 -1.262 0.2719
H -3.268 0.098 -1.319 0.4361
H -2.210 0.384 1.241 0.3097
H -3.703 -0.288 0.803 0.3924
H -3.120 -2.326 1.396 0.4180
H -1.493 -2.395 0.639 0.1639
H -0.458 0.686 -0.590 -0.2905
H -1.524 0.189 -3.220 0.4971
H -0.274 1.358 -3.019 0.1770
H -0.368 -1.523 -2.567 0.3219
H 0.802 -0.508 -1.712 0.3666
H 3.175 -2.119 -1.298 0.2351
H 1.984 -1.475 -0.510 0.3740
O 2.376 -2.358 -0.819 -0.6604
H 4.066 -2.904 2.504 0.3093
H 4.049 -2.630 0.976 0.3077
O 4.109 -3.322 1.643 -0.6205
H 2.473 0.231 0.455 0.0808
H 0.811 -0.370 1.286 0.5264
O 1.642 0.012 0.022 -0.7191
H 1.239 -0.759 2.747 0.3338
H -0.885 -0.912 2.347 0.4704
O 0.611 -0.188 2.289 -1.0494
H 1.863 -3.881 -0.080 0.3106
H 2.547 -4.789 1.026 0.2853
O 1.760 -4.672 0.489 -0.6923
H 1.740 4.015 -0.824 0.3426
H 0.864 5.126 -0.288 0.3229
O 1.625 4.590 -0.034 -0.6597
H -0.437 3.731 -2.034 0.2664
H -1.696 4.568 -2.276 0.3341
O -0.821 4.375 -2.639 -0.6313
H -1.891 4.583 1.658 0.2342
H -1.019 3.381 1.864 0.3874
O -1.859 3.650 1.422 -0.5520
H -1.176 -4.304 -1.243 0.2918
H 0.205 -3.817 -1.674 0.3078
O -0.732 -3.707 -1.857 -0.6398
H 3.121 2.084 -1.164 0.2424
H 1.728 1.433 -1.174 0.3452
O 2.210 2.269 -1.399 -0.6910
H -3.291 3.205 -0.043 0.3192
H -3.082 2.119 -1.189 0.3411
O -3.577 2.891 -0.907 -0.7273
H 1.246 -2.978 2.039 0.3950
H 0.107 -2.414 2.958 0.4521
O 1.002 -2.793 2.954 -0.7621
H 0.989 3.046 1.346 0.4125
H 0.535 1.630 1.930 0.3823
O 0.545 2.591 2.082 -0.7830
```

The frontier orbital gap comes out at 8.2 eV. The energy above the lowest of the compared OMol25 structures with the same formula, charge and spin comes out at 13.09 kcal per mole. Its net charge is -1. Its LUMO energy is 2.41 eV.

[2]
# C4H37N2O14

A cluster of 13 separate species, C4H37N2O14 in total (wB97M-V/def2-TZVPD, OMol25).

```
57
Properties=species:S:1:pos:R:3:mulliken_charge:R:1
N 0.476 -1.031 -2.870 0.0828
C -0.446 -0.701 -1.715 -0.1618
C 0.427 0.212 -0.902 -1.1855
C -1.768 -0.186 -2.168 1.2159
N -2.456 0.838 -1.431 0.0050
C -3.917 0.728 -1.146 -1.0344
O -1.630 0.302 -3.446 -0.6798
H 1.361 -1.259 -2.568 0.1498
H 0.067 -1.802 -3.451 0.4281
H 0.472 -0.165 -3.388 0.4539
H -0.468 -1.631 -1.098 0.0031
H 1.456 -0.126 -0.643 0.5531
H 0.444 1.289 -1.321 0.2459
H 0.040 0.365 0.090 -0.1409
H -1.888 1.426 -0.821 -0.0140
H -4.080 0.838 -0.062 0.2747
H -4.389 -0.148 -1.643 0.3472
H -4.348 1.568 -1.837 0.3154
H 2.686 1.545 -1.999 0.3231
H 3.741 0.717 -2.781 0.2377
O 2.948 1.039 -2.731 -0.5545
H -1.326 4.357 -1.201 0.2447
H -1.727 3.637 0.072 0.2588
O -1.510 3.537 -0.856 -0.5607
H 1.245 -4.525 -1.831 0.3234
H 0.589 -3.216 -1.437 0.3484
O 1.168 -3.642 -2.165 -0.6579
H -0.669 -0.111 3.240 0.3233
H -1.561 -0.409 4.607 0.2718
O -1.493 -0.491 3.684 -0.6922
H -2.213 0.938 2.791 0.3685
H -1.497 2.399 3.037 0.2550
O -1.934 1.821 2.414 -0.5782
H 3.825 -1.676 -0.692 0.2429
H 2.695 -2.613 -1.279 0.2712
O 2.921 -1.896 -0.684 -0.4858
H 2.032 0.803 1.776 0.4204
H 3.206 1.298 2.499 0.3572
O 2.305 1.545 2.206 -0.7857
H -1.607 -0.584 0.661 0.0440
H -1.719 -0.926 2.179 0.6171
O -1.717 -1.350 1.281 -0.6603
H 1.159 0.898 4.704 0.2454
H 1.244 1.381 3.278 0.4797
O 0.557 1.252 4.103 -0.6746
H 3.212 -1.504 2.014 0.2569
H 1.678 -1.579 1.883 0.3295
O 2.437 -0.989 2.066 -0.6180
H -2.180 1.149 -3.612 0.4159
H -2.857 -1.484 -3.279 0.4090
O -2.485 -1.466 -2.357 -0.5836
H 2.231 2.333 0.694 0.4307
H 1.351 3.586 0.722 0.2670
O 1.898 3.046 0.122 -0.6692
H 0.310 -2.818 1.738 0.3251
H 0.639 -3.472 3.179 0.3105
O 1.067 -3.049 2.373 -0.7149
```

The frontier orbital gap comes out at 9.2 eV. The energy above the lowest of the compared OMol25 structures with the same formula, charge and spin comes out at 137.09 kcal per mole. Its net charge is +1. Its LUMO energy is -2.66 eV.

[3]
# C4H37N2O15

A cluster of 16 separate species, C4H37N2O15 in total (wB97M-V/def2-TZVPD, OMol25).

```
58
Properties=species:S:1:pos:R:3:mulliken_charge:R:1
C -1.745 0.554 -4.303 -1.0014
C -2.263 0.487 -2.942 0.7281
C -3.257 1.221 -2.282 -0.7828
N -3.536 0.590 -1.053 -0.0522
C -2.915 -0.600 -1.060 -0.5581
N -2.196 -0.736 -2.164 0.1929
H -2.604 0.925 -4.969 0.3009
H -1.212 -0.439 -4.650 0.1691
H -0.806 1.149 -4.430 0.2384
H -3.747 2.087 -2.498 0.5219
H -3.671 1.239 -0.202 0.3576
H -2.897 -1.292 -0.249 0.6377
H -1.664 -1.450 -2.587 0.2492
H -3.801 3.714 1.942 0.3032
H -3.137 3.852 0.659 0.3001
O -3.562 3.164 1.175 -0.6534
H 1.076 1.637 2.657 0.1890
H 0.660 2.393 1.388 0.4069
O 0.431 2.238 2.294 -0.6569
H 1.983 -2.114 2.234 0.1664
H 1.105 -2.609 3.109 0.2305
O 1.084 -2.216 2.298 -0.5646
H -0.842 -4.684 2.041 0.2351
H -0.300 -3.250 1.562 0.4383
O -0.897 -3.999 1.491 -0.5970
H 0.609 -3.573 -1.068 0.2892
H -0.458 -4.582 -0.518 0.3522
O -0.022 -4.232 -1.375 -0.7156
H 4.235 -1.063 3.189 0.2815
H 3.957 0.280 4.008 0.2636
O 3.720 -0.226 3.212 -0.5818
H -1.845 3.586 3.796 0.2736
H -0.882 3.548 2.534 0.2820
O -1.782 3.344 2.833 -0.4905
H -1.143 0.544 2.331 0.1917
H -2.093 1.673 2.504 0.5299
O -2.050 0.640 2.431 -0.7277
H 1.227 -1.503 -1.264 0.2657
H 2.360 -0.725 -0.676 0.2792
O 2.117 -1.458 -1.142 -0.6132
H 5.163 -2.056 0.572 0.2493
H 4.264 -2.962 1.354 0.3146
O 4.483 -1.987 1.169 -0.5625
H -0.585 -3.544 -2.955 0.3334
H -1.313 -3.166 -4.389 0.2679
O -1.120 -2.891 -3.418 -0.6429
H 0.483 -1.049 0.849 0.0604
H -0.867 -0.386 0.725 0.0586
O -0.219 -0.725 0.205 0.1603
H 2.377 1.437 -2.198 0.3092
H 1.964 2.716 -3.059 0.2717
O 2.276 2.334 -2.256 -0.6455
H 2.095 4.426 0.225 0.3414
H 1.708 3.413 -0.825 0.3395
O 1.359 3.800 -0.050 -0.6322
H 3.062 1.334 0.747 0.2786
H 3.169 0.434 1.819 0.2871
O 2.465 0.756 1.232 -0.4675
```

The frontier orbital gap comes out at 10.1 eV. The energy above the lowest of the compared OMol25 structures with the same formula, charge and spin comes out at 60.88 kcal per mole. Its net charge is +1. Its LUMO energy is -2.31 eV.

[4]
# C4H38N2O14

A cluster of 14 separate species, C4H38N2O14 in total (wB97M-V/def2-TZVPD, OMol25).

```
58
Properties=species:S:1:pos:R:3:mulliken_charge:R:1
C -1.291 2.900 -0.777 -0.7959
O -0.213 3.288 0.064 -0.6766
C -1.953 1.579 -0.471 0.5062
C -3.323 1.429 -1.147 -0.6596
C -4.246 0.446 -0.473 -0.6829
N -4.389 0.750 0.962 -0.5521
N -1.116 0.413 -0.835 -0.0032
H -0.813 2.933 -1.773 0.2963
H -2.121 3.613 -0.836 0.3348
H -0.224 2.770 0.948 0.4782
H -2.061 1.600 0.639 0.0105
H -3.104 1.434 -2.237 0.3810
H -3.850 2.376 -1.039 0.3074
H -3.960 -0.637 -0.499 0.2061
H -5.176 0.310 -1.051 0.3737
H -3.496 0.718 1.412 0.0649
H -4.803 1.651 1.219 0.2605
H -0.305 0.676 -1.362 0.0432
H -0.935 -0.167 -0.039 0.0968
H 4.484 0.686 -0.893 0.3416
H 3.156 1.166 -0.433 0.5068
O 3.551 0.502 -1.086 -0.7741
H 4.647 -0.984 1.655 0.3052
H 3.569 -1.854 2.258 0.2922
O 4.217 -1.183 2.487 -0.6368
H 2.681 0.965 -2.693 0.3741
H 2.071 2.308 -2.467 0.2750
O 2.008 1.559 -3.073 -0.6573
H 1.861 -3.572 -1.338 0.2986
H 0.376 -3.035 -1.635 0.3563
O 1.111 -3.092 -0.970 -0.6728
H -0.005 0.802 2.172 0.3205
H -0.398 1.940 3.105 0.3156
O -0.586 1.623 2.212 -0.6542
H 3.553 -1.158 -0.353 0.3844
H 2.437 -2.249 -0.313 0.2626
O 3.155 -1.851 0.205 -0.5678
H 0.280 0.822 -3.666 0.3607
H 0.506 -0.340 -4.804 0.2797
O -0.078 0.302 -4.404 -0.6439
H 3.239 1.081 3.150 0.2739
H 2.068 0.045 2.556 0.3955
O 2.380 0.937 2.758 -0.6876
H 0.578 -4.977 1.908 0.3206
H -0.018 -4.263 0.766 0.3056
O -0.194 -5.028 1.331 -0.6615
H 1.437 2.565 0.135 0.4411
H 2.304 1.727 1.274 0.4271
O 2.348 2.318 0.481 -0.8199
H -0.435 -1.892 -2.800 0.3962
H -1.398 -3.096 -2.706 0.3486
O -0.505 -2.870 -2.981 -0.7254
H -2.739 -0.907 2.846 0.3462
H -2.340 -2.311 3.234 0.3085
O -2.054 -1.390 3.323 -0.6935
H -0.358 -1.065 2.768 0.3632
H 0.259 -1.478 1.283 0.0498
O 0.210 -0.837 2.003 -0.4441
```

The frontier orbital gap comes out at 9.2 eV. The energy above the lowest of the compared OMol25 structures with the same formula, charge and spin comes out at 51.20 kcal per mole. Its LUMO energy is -0.08 eV.

[5]
# C4H38N3O13S

A cluster of 14 separate species, C4H38N3O13S in total (wB97M-V/def2-TZVPD, OMol25).

```
59
Properties=species:S:1:pos:R:3:mulliken_charge:R:1
C -2.650 0.813 1.887 -0.2459
N -3.809 0.232 1.187 -0.6983
C -1.582 0.905 0.791 -0.0418
C -1.030 2.401 0.791 -0.7891
S -2.270 3.718 0.342 -0.2532
N -0.443 -0.076 1.018 0.2957
C 0.667 -0.164 0.000 0.6739
N 1.539 -1.114 0.783 -0.2335
H -3.075 1.626 2.410 0.3395
H -2.273 0.115 2.533 -0.0240
H -4.015 -0.711 1.326 0.2998
H -3.818 0.358 0.040 0.2881
H -2.003 0.642 -0.220 0.2829
H -0.599 2.667 1.718 0.4761
H -0.253 2.442 -0.070 0.0537
H 0.070 0.276 1.856 0.1401
H 1.317 0.588 -0.285 -0.0433
H 0.168 -0.670 -0.886 -0.0993
H 2.255 -1.601 0.413 0.0517
H 1.010 -1.841 1.378 0.2151
H 1.714 3.883 -0.597 0.3231
H 2.565 3.676 0.759 0.3379
O 1.638 4.155 0.463 -0.7038
H -1.673 -3.247 0.717 0.2628
H -0.643 -2.378 1.243 0.2812
O -1.125 -3.100 1.468 -0.7282
H 2.022 -0.060 2.557 0.3636
H 1.865 0.942 3.680 0.2834
O 2.398 0.240 3.372 -0.6956
H -1.223 -1.725 3.412 0.3399
H -1.302 -3.106 3.200 0.3615
O -0.923 -2.541 3.851 -0.7244
H 1.090 -0.427 -4.313 0.4289
H 1.998 -0.955 -3.275 0.3352
O 1.662 -1.173 -4.233 -0.7081
H 4.353 0.464 -0.710 0.4337
H 3.609 -0.842 -0.941 0.2578
O 4.038 -0.206 -1.435 -0.6262
H 2.463 2.591 -2.594 0.2496
H 1.358 1.409 -2.224 0.3827
O 2.109 1.912 -1.874 -0.6338
H -2.884 3.308 -0.845 0.1185
H -0.746 -1.847 -3.315 0.1434
O -0.988 -1.366 -2.602 -0.8968
H -2.289 -2.725 -0.963 0.5776
H -0.976 -2.739 -1.429 0.2330
O -1.611 -3.292 -0.922 -0.8294
H -0.362 1.352 -3.639 0.1261
H -0.267 -0.114 -2.863 0.1843
O 0.190 0.852 -3.278 -0.7858
H 4.160 0.562 1.759 0.2936
H 3.052 0.655 0.683 0.1192
O 3.877 1.163 1.119 -0.7188
H -2.290 -1.458 -1.940 0.4514
H -3.843 -1.541 -1.748 0.2117
O -3.105 -1.198 -1.283 -0.7247
H 1.329 -4.573 0.478 0.3114
H 1.349 -3.898 -0.974 0.3138
O 1.797 -3.897 -0.086 -0.6381
```

The frontier orbital gap comes out at 8.4 eV. The energy above the lowest of the compared OMol25 structures with the same formula, charge and spin comes out at 124.87 kcal per mole. Its net charge is -1. Its LUMO energy is 2.51 eV.

[6]
# C4H38O16S

A cluster of 16 separate species, C4H38O16S in total (wB97M-V/def2-TZVPD, OMol25).

```
59
Properties=species:S:1:pos:R:3:mulliken_charge:R:1
O 2.269 1.185 0.263 -0.5381
C 1.911 0.440 -0.618 -0.2649
C 0.477 0.485 -1.068 -0.6459
C -0.314 -0.395 0.019 0.4501
C -1.832 -0.157 -0.244 0.0996
S -2.907 -1.123 0.886 -0.2095
H 2.505 -0.421 -0.936 0.5140
H 0.305 0.003 -2.037 0.3239
H -0.053 1.430 -1.141 0.5372
H -0.121 -1.454 0.039 0.4115
H 0.003 0.051 0.980 -0.3263
H -2.098 -0.636 -1.190 -0.5630
H -2.090 0.917 -0.254 0.2251
H -2.994 -0.210 1.890 0.1559
H -3.941 2.162 -1.283 0.2786
H -2.931 3.207 -1.811 0.3011
O -3.241 2.306 -1.931 -0.6186
H -0.092 -3.514 -3.689 0.3311
H -0.692 -2.178 -3.817 0.3072
O 0.125 -2.611 -3.432 -0.7223
H -2.606 -2.501 -1.769 0.2907
H -2.178 -3.772 -2.420 0.2921
O -2.974 -3.339 -2.092 -0.6368
H 0.998 -1.248 4.209 0.4286
H -0.024 -2.327 4.340 0.2913
O 0.445 -1.848 3.631 -0.6738
H -1.827 -0.705 -5.165 0.3011
H -2.161 -0.918 -3.712 0.4366
O -1.961 -1.399 -4.514 -0.6919
H 2.694 -0.261 3.591 0.4338
H 2.125 0.886 4.520 0.2765
O 2.184 -0.061 4.403 -0.7315
H -2.209 0.995 -3.136 0.2755
H -1.817 2.106 -4.013 0.3153
O -2.077 1.168 -4.083 -0.6895
H -1.168 3.170 1.049 0.3641
H 0.253 3.633 0.799 0.2813
O -0.566 3.398 0.330 -0.6040
H 1.560 -2.959 1.452 0.2901
H 2.423 -2.767 0.159 0.3450
O 2.436 -2.714 1.129 -0.6449
H -1.553 -0.048 4.373 0.1949
H -0.853 -0.624 3.112 0.3531
O -1.272 0.176 3.486 -0.5583
H -1.806 3.074 3.446 0.3659
H -1.704 1.724 2.918 0.3295
O -2.250 2.545 2.755 -0.6626
H 1.161 -3.069 -2.205 0.3973
H 2.626 -3.440 -2.259 0.2664
O 1.974 -3.104 -1.634 -0.6251
H 3.153 -1.459 1.712 0.4772
H 3.193 0.032 1.224 0.3546
O 3.360 -0.510 2.005 -0.8461
H 4.045 2.433 -1.315 0.3014
H 3.238 3.545 -2.030 0.2888
O 3.326 2.594 -1.932 -0.5995
H 2.528 2.808 2.023 0.3881
H 1.218 2.264 2.409 0.2598
O 1.775 3.035 2.579 -0.6817
```

The frontier orbital gap comes out at 9.3 eV. Its LUMO energy is 0.12 eV.

> What is the formula in the first record?

C4H37N2O14

> What is the formula in the first record?

C4H37N2O14

> Number 3 is which compound?

C4H37N2O15